Molecular formula: C18H53NO11
Method: DFT, wB97M-V/def2-TZVPD

Its SMILES is CCCN(OC[C@@H](C)C(C)C)C(=O)O.CO.CO.CO.CO.CO.CO.CO.CO. The value obtained for the orbital gap is 9.5 eV.

Geometry as XYZ:
```
83
Properties=species:S:1:pos:R:3:forces:R:3:lowdin_charge:R:1
C -1.026 1.365 2.824 -0.177 0.100 0.429 -0.10
C -1.653 -0.034 2.722 0.652 0.342 -0.326 -0.20
C -2.055 -0.437 1.293 -0.379 0.696 0.763 -0.13
N -1.215 0.167 0.219 -0.520 0.228 0.561 -0.02
O -0.622 -0.816 -0.573 0.244 -0.747 -0.817 -0.10
C 0.587 -1.294 -0.007 -0.163 0.476 1.795 -0.17
C 1.621 -0.266 0.464 0.947 -0.247 -0.822 -0.30
C 2.908 -1.092 0.630 -0.342 -0.312 -0.620 -0.06
C 1.927 0.891 -0.532 -0.332 0.093 0.419 -0.35
C 1.239 2.198 -0.103 0.572 -0.297 -0.068 -0.05
C 1.684 0.531 -2.000 -0.055 0.558 0.853 -0.04
C -2.101 0.848 -0.674 1.922 0.661 2.865 -0.60
O -2.429 0.401 -1.678 -1.577 -1.828 -4.457 0.20
O -2.501 2.070 -0.269 0.174 0.849 0.801 0.10
H -1.381 1.876 3.718 -0.092 -0.015 0.144 0.07
H -1.273 2.010 1.988 0.053 -0.052 -0.194 0.05
H 0.049 1.310 2.936 0.224 0.024 -0.271 0.06
H -2.528 -0.035 3.361 -0.243 -0.384 0.008 0.10
H -0.938 -0.760 3.103 -0.030 -0.113 0.172 0.10
H -3.080 -0.079 1.159 -0.113 -0.070 -0.102 0.12
H -2.084 -1.521 1.204 0.155 -0.053 -0.356 0.12
H 1.069 -1.981 -0.693 -0.395 0.055 -0.553 0.12
H 0.314 -1.886 0.878 0.189 -0.193 0.000 0.12
H 1.394 0.127 1.452 -0.432 0.153 -0.004 0.12
H 3.738 -0.491 0.988 0.002 0.004 0.362 0.08
H 2.725 -1.991 1.221 0.290 0.271 0.191 0.05
H 3.202 -1.439 -0.367 0.125 0.000 -0.059 0.08
H 2.990 1.096 -0.435 0.210 -0.091 0.095 0.10
H 1.216 2.204 0.984 -0.292 0.198 0.163 0.07
H 0.239 2.323 -0.500 -0.188 -0.083 0.015 0.05
H 1.805 3.077 -0.398 0.091 0.038 -0.280 0.06
H 1.955 -0.502 -2.206 -0.189 -0.110 -0.177 0.09
H 2.284 1.172 -2.620 0.204 0.100 -0.242 0.04
H 0.649 0.762 -2.231 -0.169 -0.490 -0.290 0.06
H -1.907 2.696 -0.716 -0.212 0.105 0.163 0.11
C -0.994 5.094 0.651 0.404 0.265 -0.108 -0.14
O -0.117 4.950 -0.467 -0.276 0.139 0.135 -0.13
H -1.768 4.337 0.585 -0.029 -0.038 0.001 0.06
H -0.445 4.957 1.586 -0.127 -0.030 0.072 0.08
H -1.462 6.082 0.644 -0.098 -0.045 0.100 0.08
H 0.559 5.631 -0.381 -0.018 -0.126 -0.126 0.08
C -5.259 -2.030 -0.015 0.301 0.164 -0.158 -0.17
O -4.351 -2.012 -1.106 -0.070 -0.055 0.220 -0.12
H -6.006 -2.797 -0.208 0.016 -0.010 -0.031 0.08
H -4.738 -2.269 0.919 -0.140 -0.008 0.089 0.07
H -5.761 -1.063 0.085 -0.093 -0.051 0.118 0.08
H -3.693 -1.329 -0.926 0.023 -0.095 -0.342 0.03
C 5.133 3.128 -1.268 -0.159 0.025 -0.296 -0.15
O 4.335 2.299 -2.105 0.206 0.160 -0.002 -0.13
H 5.428 2.545 -0.399 -0.035 -0.046 -0.019 0.08
H 6.030 3.460 -1.797 0.062 0.058 0.131 0.07
H 4.561 4.000 -0.936 0.101 0.038 0.101 0.07
H 4.076 2.824 -2.871 -0.053 -0.132 0.060 0.08
C 2.868 -3.816 3.768 -0.270 -0.084 -0.210 -0.14
O 2.336 -3.600 2.461 0.040 -0.304 0.428 -0.16
H 3.457 -2.942 4.044 0.017 0.006 -0.071 0.08
H 2.062 -3.952 4.493 0.261 0.021 0.001 0.05
H 3.515 -4.698 3.770 0.073 0.044 0.143 0.08
H 1.815 -4.380 2.220 0.012 0.321 -0.224 0.05
C -0.385 1.797 -4.908 0.300 0.038 -0.113 -0.14
O 1.014 1.679 -4.644 0.023 0.097 -0.186 -0.14
H -0.911 1.775 -3.955 0.076 -0.066 0.035 0.07
H -0.598 2.738 -5.416 -0.160 -0.043 -0.017 0.06
H -0.724 0.964 -5.525 -0.173 0.055 0.014 0.08
H 1.469 1.698 -5.492 -0.068 -0.012 0.092 0.08
C 0.701 -4.413 7.465 -0.213 -0.077 -0.199 -0.15
O 0.738 -4.715 6.073 -0.159 -0.051 0.165 -0.14
H 1.710 -4.166 7.783 0.021 -0.010 -0.063 0.08
H 0.048 -3.557 7.653 0.045 0.011 0.131 0.08
H 0.347 -5.275 8.035 0.040 0.058 0.121 0.08
H -0.160 -4.933 5.800 0.129 0.009 -0.029 0.08
C -0.630 -4.729 0.321 0.221 0.014 -0.176 -0.13
O 0.755 -4.900 0.624 -0.199 -0.165 -0.119 -0.14
H -1.180 -4.716 1.259 0.060 -0.015 0.042 0.08
H -0.794 -3.786 -0.204 -0.133 -0.008 0.002 0.07
H -0.990 -5.557 -0.293 -0.123 0.034 0.025 0.08
H 1.237 -4.911 -0.210 0.045 0.031 0.157 0.09
C -3.609 3.024 -6.789 0.127 0.018 -0.262 -0.15
O -2.281 2.856 -7.280 -0.064 0.040 -0.083 -0.14
H -3.596 2.848 -5.716 0.063 -0.020 -0.004 0.08
H -3.961 4.041 -6.980 -0.110 -0.017 0.083 0.08
H -4.285 2.308 -7.261 -0.101 0.026 0.096 0.08
H -2.301 3.013 -8.230 0.051 -0.033 0.112 0.08
```
Positions in Å, forces in eV/Å.


Molecular formula: C3H4O2
Method: DFT, wB97M-V/def2-TZVPD

The value obtained for the orbital gap (alpha / beta) is 6.6 / 6.6 eV.

Geometry as XYZ:
```
9
Properties=species:S:1:pos:R:3:forces:R:3:lowdin_charge:R:1
C 0.584 -0.829 0.293 -1.377 -0.120 -0.977 -0.01
C 0.347 -1.021 -1.015 0.951 0.628 -0.246 0.00
C -0.787 -0.339 0.352 -0.532 3.109 0.265 0.00
O -1.017 -0.470 -0.976 -0.157 -0.551 0.675 0.00
O 0.430 1.997 0.892 -0.207 -2.425 0.153 -0.29
H 1.367 -0.738 0.972 1.136 -0.287 0.776 0.10
H 0.875 -1.179 -1.976 -0.602 -0.044 0.876 0.14
H -1.602 0.063 1.047 1.506 -0.944 -0.959 0.17
H -0.197 2.515 0.410 -0.717 0.634 -0.563 -0.10
```
Positions in Å, forces in eV/Å.


Molecular formula: C5H9NOS
Method: DFT, wB97M-V/def2-TZVPD

Its SMILES is CC(C)N(C=O)C=S. The value obtained for the orbital gap is 8.5 eV.

Geometry as XYZ:
```
17
Properties=species:S:1:pos:R:3:forces:R:3:lowdin_charge:R:1
C -1.179 1.444 -1.174 -0.337 0.496 -0.372 -0.08
C -0.180 1.354 -0.041 0.250 -0.844 -1.003 -0.43
C -0.854 1.409 1.283 -0.605 0.972 2.120 -0.09
N 0.602 0.101 -0.182 1.136 0.443 0.964 -0.09
C 1.988 0.294 -0.004 -1.569 -0.417 -0.721 -0.29
O 2.782 -0.570 -0.053 1.710 -1.669 0.116 0.10
C 0.160 -1.170 0.010 -1.160 -0.263 -0.410 -0.61
S -1.402 -1.656 0.031 0.412 -0.153 0.058 0.68
H -2.034 0.801 -0.932 0.186 0.260 -0.321 0.04
H -1.514 2.503 -1.232 0.097 -0.703 -0.263 0.09
H -0.716 1.104 -2.126 -0.409 0.402 0.505 0.10
H 0.580 2.160 -0.180 -0.658 -0.484 0.356 0.14
H -1.577 0.605 1.515 0.425 0.292 -0.657 0.05
H -1.429 2.358 1.324 0.280 -0.418 0.118 0.09
H -0.160 1.414 2.158 -0.219 0.117 -0.747 0.10
H 2.246 1.308 0.113 0.391 1.687 0.273 0.12
H 0.958 -1.903 0.113 0.071 0.282 -0.017 0.07
```
Positions in Å, forces in eV/Å.


Molecular formula: C5H11N
Method: DFT, wB97M-V/def2-TZVPD

Its SMILES is CCN1C[C@H]1C. The value obtained for the orbital gap is 10.0 eV.

Geometry as XYZ:
```
17
Properties=species:S:1:pos:R:3:forces:R:3:lowdin_charge:R:1
C -1.837 0.983 -0.069 0.009 0.063 0.034 -0.10
C -1.435 -0.396 -0.581 -0.173 -0.015 -0.006 -0.25
N 0.009 -0.668 -0.558 -0.079 0.056 -0.120 -0.09
C 0.556 -1.453 0.530 0.076 -0.240 0.151 -0.12
C 0.872 -0.011 0.405 0.074 0.204 0.114 -0.36
C 2.191 0.507 -0.113 0.029 -0.029 -0.012 -0.06
H -1.768 1.057 1.022 -0.004 0.001 -0.158 0.07
H -1.195 1.758 -0.502 -0.110 -0.089 0.023 0.08
H -2.872 1.202 -0.349 0.130 -0.043 0.041 0.07
H -1.972 -1.170 -0.015 0.084 0.080 -0.058 0.11
H -1.758 -0.495 -1.623 0.051 0.012 0.137 0.10
H -0.121 -1.742 1.336 0.087 0.045 -0.138 0.11
H 1.286 -2.214 0.256 -0.095 0.144 0.027 0.10
H 0.394 0.628 1.149 0.062 -0.115 -0.124 0.12
H 2.920 0.620 0.697 -0.100 -0.024 -0.098 0.07
H 2.058 1.484 -0.592 0.017 -0.132 0.066 0.07
H 2.597 -0.182 -0.861 -0.059 0.081 0.118 0.08
```
Positions in Å, forces in eV/Å.


What are the F_max values for these records? In order: 5.07 3.17 2.41 0.29 eV/A.